1.
{
  "formula": "C31H38N2P2Si2Te4Zr",
  "method": "ωB97M-V/def2-TZVPD",
  "symbols": ["Zr", "C", "Si", "C", "C", "N", "P", "C", "P", "N", "Si", "C", "C", "C", "C", "C", "C", "C", "C", "C", "C", "C", "C", "C", "C", "C", "C", "C", "C", "C", "C", "C", "C", "C", "C", "C", "C", "C", "H", "H", "H", "H", "H", "H", "H", "H", "H", "H", "H", "H", "H", "H", "H", "H", "H", "H", "H", "H", "H", "H", "H", "H", "H", "H", "H", "H", "H", "H", "H", "H", "H", "H", "H", "H", "H", "H", "Te", "Te", "Te", "Te"],
  "positions_angstrom": [[1.572, -1.035, 0.066], [4.471, 2.339, 0.604], [3.662, 1.269, -0.682], [4.289, -0.516, -0.810], [3.905, 2.057, -2.364], [1.961, 0.996, -0.478], [0.584, 1.538, 0.200], [-0.065, 0.142, 0.899], [-1.190, -0.982, 0.345], [-0.257, -2.004, -0.532], [-0.186, -3.712, -0.905], [1.560, -3.928, -1.577], [-0.567, -4.899, 0.491], [-1.406, -4.021, -2.291], [-1.992, -1.859, 1.697], [-1.413, -1.835, 2.962], [-1.929, -2.631, 3.975], [-3.025, -3.443, 3.727], [-3.615, -3.459, 2.468], [-3.099, -2.670, 1.454], [-2.541, -0.337, -0.660], [-3.644, 0.245, -0.037], [-4.678, 0.763, -0.797], [-4.612, 0.706, -2.185], [-3.512, 0.137, -2.808], [-2.477, -0.388, -2.047], [0.869, 2.858, 1.385], [0.747, 2.606, 2.746], [1.045, 3.604, 3.664], [1.454, 4.851, 3.220], [1.559, 5.112, 1.857], [1.266, 4.118, 0.941], [-0.418, 2.288, -1.100], [-1.608, 2.934, -0.773], [-2.395, 3.486, -1.768], [-1.991, 3.406, -3.096], [-0.804, 2.771, -3.426], [-0.019, 2.207, -2.429], [5.367, 2.785, 0.166], [4.774, 1.777, 1.489], [3.814, 3.152, 0.915], [5.379, -0.515, -0.721], [4.064, -0.925, -1.805], [4.060, -1.289, -0.041], [4.962, 2.209, -2.589], [3.421, 3.036, -2.390], [3.475, 1.450, -3.164], [2.271, -3.094, -1.457], [1.518, -4.108, -2.655], [2.084, -4.758, -1.102], [-0.873, -4.405, 1.413], [0.314, -5.501, 0.720], [-1.371, -5.570, 0.184], [-1.160, -3.430, -3.175], [-2.422, -3.755, -1.985], [-1.413, -5.074, -2.579], [-0.557, -1.194, 3.142], [-1.471, -2.619, 4.955], [-3.424, -4.067, 4.516], [-4.473, -4.090, 2.278], [-3.556, -2.692, 0.471], [-3.699, 0.283, 1.045], [-5.537, 1.206, -0.312], [-5.422, 1.107, -2.780], [-3.460, 0.097, -3.888], [-1.619, -0.844, -2.525], [0.423, 1.625, 3.075], [0.962, 3.407, 4.724], [1.692, 5.627, 3.934], [1.872, 6.090, 1.515], [1.347, 4.321, -0.122], [-1.919, 3.008, 0.264], [-3.322, 3.981, -1.512], [-2.605, 3.844, -3.873], [-0.486, 2.715, -4.458], [0.912, 1.712, -2.676], [2.816, -0.452, 2.841], [5.436, -0.638, 2.899], [4.269, -4.038, 1.119], [2.055, -3.087, 2.207]],
  "lowdin_charge": [1.089, -0.179, 0.306, -0.255, -0.181, -0.414, 0.666, -0.555, 0.675, -0.415, 0.316, -0.211, -0.192, -0.184, -0.307, -0.103, -0.064, -0.070, -0.073, -0.093, -0.297, -0.088, -0.076, -0.080, -0.073, -0.079, -0.301, -0.108, -0.063, -0.069, -0.075, -0.093, -0.295, -0.081, -0.076, -0.080, -0.075, -0.078, 0.040, -0.084, 0.018, 0.050, 0.040, -0.111, 0.034, 0.029, 0.025, -0.031, 0.037, -0.008, -0.001, 0.023, 0.035, 0.026, 0.024, 0.034, 0.073, 0.112, 0.107, 0.107, 0.112, 0.116, 0.107, 0.106, 0.109, 0.099, 0.066, 0.109, 0.106, 0.107, 0.115, 0.119, 0.109, 0.106, 0.106, 0.086, 0.066, -0.029, -0.010, 0.047],
  "total_charge": 0,
  "de_lowest_ev": 2.584,
  "energy_ha": -3694.63828
}

***

2.
{
  "formula": "C31H38N9O3PSZn",
  "method": "ωB97M-V/def2-TZVPD",
  "symbols": ["Zn", "C", "N", "C", "C", "C", "C", "C", "C", "C", "N", "C", "C", "C", "C", "C", "C", "N", "C", "C", "H", "H", "H", "H", "H", "H", "H", "H", "H", "H", "H", "H", "H", "H", "H", "H", "H", "H", "H", "H", "C", "N", "C", "N", "C", "N", "C", "P", "C", "C", "H", "H", "H", "H", "H", "H", "H", "H", "H", "H", "H", "H", "O", "S", "O", "O", "C", "N", "C", "C", "C", "N", "C", "C", "C", "N", "C", "C", "H", "H", "H", "H", "H", "H"],
  "positions_angstrom": [[0.407, -0.388, 0.120], [0.035, 1.521, -2.149], [-0.823, 0.952, -1.092], [-1.988, 0.267, -1.674], [-1.211, 2.028, -0.170], [-2.149, 2.968, -0.558], [-2.459, 4.045, 0.259], [-1.771, 4.183, 1.455], [-0.827, 3.254, 1.852], [-0.534, 2.124, 1.067], [0.394, 1.163, 1.344], [0.939, 0.867, 2.577], [0.413, 1.197, 3.830], [1.006, 0.746, 5.002], [2.136, -0.050, 4.962], [2.669, -0.407, 3.728], [2.088, 0.031, 2.550], [2.567, -0.369, 1.242], [3.223, 0.757, 0.544], [3.519, -1.479, 1.274], [-0.513, 2.259, -2.743], [0.393, 0.735, -2.813], [0.889, 2.015, -1.687], [-2.528, 0.904, -2.380], [-2.670, -0.022, -0.876], [-1.664, -0.630, -2.200], [-2.648, 2.868, -1.514], [-3.203, 4.767, -0.044], [-1.966, 5.036, 2.094], [-0.282, 3.420, 2.769], [-0.495, 1.777, 3.899], [0.565, 1.018, 5.953], [2.600, -0.401, 5.873], [3.545, -1.040, 3.701], [4.158, 1.025, 1.047], [2.563, 1.620, 0.532], [3.451, 0.456, -0.481], [4.478, -1.179, 1.711], [3.703, -1.814, 0.253], [3.126, -2.309, 1.861], [-2.662, -2.475, 3.984], [-1.880, -3.530, 3.352], [-2.743, -4.304, 2.445], [-3.402, -3.450, 1.454], [-4.147, -2.402, 2.129], [-3.336, -1.581, 3.036], [-2.371, -0.780, 2.296], [-1.204, -1.831, 1.310], [-0.711, -3.003, 2.669], [-2.456, -2.935, 0.482], [-2.014, -1.879, 4.632], [-3.430, -2.949, 4.597], [-3.513, -4.795, 3.039], [-2.168, -5.085, 1.948], [-4.933, -2.876, 2.719], [-4.616, -1.749, 1.387], [-1.785, -0.170, 2.987], [-2.897, -0.094, 1.625], [-0.067, -2.468, 3.374], [-0.140, -3.834, 2.245], [-1.951, -3.780, 0.006], [-2.983, -2.371, -0.293], [-2.909, -9.061, 0.566], [-2.609, -7.655, 0.632], [-1.512, -7.285, 1.515], [-3.749, -6.756, 0.709], [-1.942, -7.228, -1.011], [-2.229, -7.950, -2.092], [-1.720, -7.526, -3.242], [-0.922, -6.393, -3.355], [-0.692, -5.718, -2.170], [-1.201, -6.125, -1.016], [0.083, -4.464, -1.995], [0.752, -4.302, -0.782], [1.205, -3.056, -0.437], [1.043, -1.968, -1.210], [0.528, -2.161, -2.429], [0.048, -3.385, -2.867], [-1.956, -8.121, -4.118], [-0.501, -6.083, -4.301], [0.814, -5.127, -0.086], [1.642, -2.887, 0.535], [0.449, -1.291, -3.065], [-0.429, -3.459, -3.834]],
  "lowdin_charge": [0.620, -0.050, -0.258, -0.069, -0.211, -0.040, -0.092, -0.084, -0.022, -0.237, -0.047, -0.248, -0.046, -0.087, -0.092, -0.036, -0.202, -0.227, -0.067, -0.106, 0.099, 0.068, 0.097, 0.090, 0.081, 0.072, 0.109, 0.100, 0.106, 0.099, 0.097, 0.106, 0.102, 0.102, 0.099, 0.075, 0.088, 0.095, 0.088, 0.089, -0.183, -0.134, -0.161, -0.131, -0.181, -0.142, -0.301, 1.045, -0.286, -0.282, 0.127, 0.130, 0.138, 0.095, 0.132, 0.127, 0.077, 0.089, 0.091, 0.093, 0.077, 0.084, -0.334, 0.401, -0.372, -0.347, -0.325, 0.139, -0.106, 0.005, -0.238, 0.149, -0.125, 0.016, -0.168, -0.001, -0.126, 0.021, 0.112, 0.108, 0.133, 0.076, 0.094, 0.124],
  "total_charge": 0,
  "de_lowest_ev": 0.012,
  "energy_ha": -4441.48658
}

***

3.
{
  "formula": "C31H39BaN4O9",
  "method": "ωB97M-V/def2-TZVPD",
  "symbols": ["Ba", "C", "C", "C", "O", "H", "H", "H", "H", "H", "H", "H", "C", "C", "C", "O", "C", "C", "C", "O", "O", "O", "H", "H", "C", "C", "C", "O", "C", "C", "C", "O", "O", "O", "H", "H", "C", "C", "C", "C", "N", "H", "H", "H", "H", "H", "H", "H", "C", "C", "C", "C", "N", "H", "H", "H", "H", "H", "H", "H", "C", "C", "C", "C", "N", "H", "H", "H", "H", "H", "H", "H", "C", "C", "C", "C", "N", "H", "H", "H", "H", "H", "H", "H"],
  "positions_angstrom": [[-1.012, 0.177, -0.775], [-1.325, -0.396, -5.869], [-1.735, -0.345, -4.381], [-1.957, -1.708, -3.763], [-0.832, 0.400, -3.637], [-1.857, -1.229, -6.352], [-0.295, -0.728, -6.011], [-1.570, 0.513, -6.417], [-2.730, 0.140, -4.352], [-1.086, -2.366, -3.785], [-2.735, -2.246, -4.329], [-2.453, -1.712, -2.790], [4.668, -0.011, -3.373], [3.235, -0.150, -3.176], [2.732, -0.543, -1.690], [1.501, -0.630, -1.475], [3.708, -0.760, -0.659], [5.061, -0.627, -0.880], [5.528, -0.317, -2.341], [6.722, 0.105, -2.522], [5.891, -0.627, 0.097], [2.373, 0.255, -3.944], [5.040, 0.351, -4.320], [3.315, -0.850, 0.346], [2.939, 3.889, -1.908], [1.637, 3.533, -1.631], [1.312, 3.040, -0.239], [0.094, 2.801, 0.144], [2.264, 2.821, 0.694], [3.638, 3.129, 0.463], [3.976, 3.876, -0.900], [5.093, 4.374, -1.095], [4.532, 2.881, 1.273], [0.837, 3.392, -2.607], [3.209, 4.215, -2.901], [2.019, 2.494, 1.698], [-7.367, -0.218, 2.848], [-5.923, -0.362, 2.308], [-5.953, -0.279, 0.768], [-4.702, -0.750, 0.147], [-3.694, -1.075, -0.286], [-7.807, 0.746, 2.591], [-7.473, -0.338, 3.927], [-7.976, -1.019, 2.425], [-5.504, -1.314, 2.636], [-5.239, 0.391, 2.700], [-6.128, 0.751, 0.459], [-6.749, -0.946, 0.437], [-3.091, 5.077, 3.451], [-3.378, 3.658, 4.051], [-2.448, 2.534, 3.544], [-2.585, 2.100, 2.134], [-2.699, 1.742, 1.055], [-3.713, 5.780, 4.007], [-3.511, 4.996, 2.447], [-2.073, 5.457, 3.406], [-4.454, 3.497, 3.997], [-3.110, 3.773, 5.104], [-2.685, 1.631, 4.112], [-1.412, 2.752, 3.802], [3.359, -3.721, -2.500], [1.890, -4.017, -2.249], [1.494, -3.748, -0.781], [0.118, -3.278, -0.686], [-0.923, -2.786, -0.663], [3.575, -2.721, -2.120], [3.669, -3.790, -3.542], [4.015, -4.394, -1.940], [1.637, -5.033, -2.556], [1.277, -3.323, -2.827], [1.938, -2.861, -0.313], [1.808, -4.627, -0.219], [1.667, -2.690, 4.497], [2.639, -2.262, 3.391], [2.417, -0.798, 2.955], [1.143, -0.735, 2.271], [0.073, -0.719, 1.838], [1.836, -3.735, 4.762], [0.612, -2.705, 4.216], [1.860, -1.987, 5.308], [2.678, -2.969, 2.564], [3.603, -2.352, 3.897], [3.211, -0.435, 2.297], [2.341, -0.040, 3.736]],
  "lowdin_charge": [1.693, -0.088, -0.691, -0.135, -0.398, 0.037, 0.071, 0.055, 0.085, 0.067, 0.047, 0.006, -0.039, -0.369, -0.343, -0.236, -0.055, -0.368, -0.398, -0.121, -0.080, 0.009, 0.085, 0.065, -0.028, -0.423, -0.413, -0.267, -0.053, -0.367, -0.369, -0.055, -0.022, -0.067, 0.092, 0.083, -0.114, -0.243, -0.177, -0.201, 0.109, 0.069, 0.062, 0.065, 0.110, 0.095, 0.124, 0.111, -0.098, -0.249, -0.164, -0.190, 0.095, 0.057, 0.070, 0.080, 0.097, 0.092, 0.108, 0.129, -0.093, -0.237, -0.174, -0.233, 0.077, 0.047, 0.075, 0.069, 0.095, 0.106, 0.099, 0.113, -0.127, -0.237, -0.155, -0.216, 0.096, 0.060, 0.062, 0.069, 0.109, 0.106, 0.119, 0.127],
  "total_charge": -3,
  "de_lowest_ev": 0.000,
  "energy_ha": -2126.14915
}